Version P
11
Properties=species:S:1:pos:R:3:mulliken_charge:R:1 method="wB97M-V/def2-TZVPD" orbital_gap_ev=10.34 e_lumo_ha=-0.0180
C 0.883 -1.948 0.364 -0.731
C 1.137 -0.668 0.711 0.543
N 1.938 0.201 -0.166 0.904
O 1.956 0.018 -1.353 -0.517
O 2.544 1.094 0.397 -0.522
O -0.201 1.818 -0.576 -0.588
F 0.778 0.033 1.814 -0.205
H 0.289 -2.658 0.951 0.297
H 1.438 -2.509 -0.449 0.230
H -0.226 1.824 0.326 0.280
H -0.621 2.694 -0.860 0.310

Version Q
11
Properties=species:S:1:pos:R:3:mulliken_charge:R:1 method="wB97M-V/def2-TZVPD" orbital_gap_ev=10.82 e_lumo_ha=0.0052
C 1.480 -0.498 0.221 -0.819
C 0.611 0.778 0.199 0.871
N -1.487 -0.522 -0.071 0.388
O -2.096 -1.377 0.489 -0.462
O -2.355 0.270 -0.740 -0.388
O 0.245 1.462 -0.717 -0.637
F 0.299 1.178 1.399 -0.240
H 1.221 -1.094 1.149 0.298
H 1.267 -1.020 -0.722 0.272
H 2.611 -0.121 0.128 0.297
H -1.795 0.944 -1.334 0.420

Stability, lowest: version P

Version P
12
Properties=species:S:1:pos:R:3:mulliken_charge:R:1 method="wB97M-V/def2-TZVPD" orbital_gap_ev=10.34 e_lumo_ha=0.0322
C 0.698 1.448 0.904 -0.905
C 0.347 0.560 -0.223 -0.221
C -0.680 -0.162 -0.090 -0.468
C -0.582 -1.513 -0.805 -0.253
H -0.210 1.696 1.342 0.314
H 1.143 0.471 1.809 0.196
H 1.334 2.467 0.610 0.261
H 1.099 0.603 -0.998 0.332
H -1.391 0.069 0.453 0.570
H -0.387 -2.351 0.048 0.198
H 0.299 -1.575 -1.376 0.263
F -1.671 -1.714 -1.673 -0.287

Version Q
12
Properties=species:S:1:pos:R:3:mulliken_charge:R:1 method="wB97M-V/def2-TZVPD" orbital_gap_ev=11.24 e_lumo_ha=0.0413
C -0.834 0.983 0.542 -0.436
C 0.415 0.453 -0.065 -0.095
C 0.707 -1.054 0.185 -0.280
C 0.027 -0.660 -0.981 -0.593
H -1.028 1.939 -0.043 0.254
H -1.728 0.384 0.448 0.237
H 1.200 1.149 -0.549 0.272
H 1.780 -1.088 -0.099 0.229
H 0.280 -1.468 1.245 0.234
H 0.766 -0.699 -1.743 0.280
H -1.044 -1.153 -0.910 0.216
F -0.540 1.213 1.970 -0.317

Stability, lowest: version P

Version P
63
Properties=species:S:1:pos:R:3:mulliken_charge:R:1 method="wB97M-V/def2-TZVPD" orbital_gap_ev=8.64 e_lumo_ha=0.0130
C 2.645 1.862 -3.327 -1.123
H 2.225 2.866 -3.356 0.299
O 2.850 1.596 -1.959 -0.312
C 3.231 0.344 -1.575 1.060
C 3.598 -0.650 -2.465 -0.284
C 3.991 -1.923 -2.045 -0.418
C 4.008 -2.201 -0.682 -0.542
C 3.638 -1.223 0.216 -1.014
C 3.250 0.051 -0.195 0.285
O 2.902 0.884 0.826 -0.480
C 2.498 2.218 0.598 -0.871
C 1.158 2.369 -0.133 0.635
O 0.818 3.422 -0.628 -0.709
N 0.416 1.248 -0.140 0.687
H 0.755 0.441 0.358 0.058
C -0.899 1.180 -0.725 -2.301
H -1.011 2.085 -1.326 0.581
H -0.953 0.309 -1.386 0.295
C -2.048 1.113 0.321 1.569
N -2.094 -0.149 1.058 1.064
C -2.243 -1.364 0.282 -0.643
H -2.888 -1.190 -0.578 0.402
C -2.869 -2.452 1.155 -0.872
C -1.979 -2.733 2.361 -0.722
C -1.706 -1.421 3.088 -1.024
H -2.639 -1.033 3.499 0.297
H -1.006 -1.577 3.910 0.428
C -1.130 -0.394 2.111 -0.577
H -0.906 0.521 2.653 0.447
H -0.178 -0.801 1.714 0.049
H -2.457 -3.450 3.030 0.408
H -1.034 -3.166 2.023 0.282
H -3.846 -2.109 1.497 0.256
H -3.010 -3.359 0.564 0.407
H -1.268 -1.731 -0.092 0.305
C -1.930 2.317 1.272 -1.701
C -3.094 2.370 2.257 -0.554
C -4.421 2.477 1.513 -0.891
C -4.558 1.321 0.529 -0.539
C -3.378 1.315 -0.436 -1.510
H -3.520 0.552 -1.202 0.553
H -3.331 2.277 -0.951 0.543
H -4.574 0.378 1.076 0.176
H -5.491 1.412 -0.030 0.440
H -5.249 2.466 2.224 0.435
H -4.459 3.424 0.970 0.337
H -3.099 1.465 2.864 0.116
H -2.969 3.227 2.922 0.414
H -0.980 2.311 1.807 0.550
H -1.932 3.222 0.660 0.629
H 2.388 2.648 1.599 0.430
H 3.256 2.791 0.057 0.330
H 3.640 -1.418 1.278 0.459
H 4.301 -3.169 -0.311 0.376
C 4.366 -2.898 -3.095 1.008
O 4.281 -2.624 -4.273 -0.619
C 4.863 -4.246 -2.633 -1.399
H 4.085 -4.759 -2.071 0.360
H 5.734 -4.126 -1.993 0.380
H 5.131 -4.844 -3.500 0.346
H 3.597 -0.466 -3.528 0.622
H 1.937 1.156 -3.771 0.420
H 3.586 1.839 -3.885 0.364

Version Q
63
Properties=species:S:1:pos:R:3:mulliken_charge:R:1 method="wB97M-V/def2-TZVPD" orbital_gap_ev=9.31 e_lumo_ha=0.0248
C -6.465 -3.900 0.965 -0.791
H -7.286 -4.202 1.625 0.290
O -6.528 -2.528 0.669 -0.211
C -7.723 -2.164 0.015 -0.771
H -8.595 -2.514 0.584 0.421
C -7.853 -0.643 -0.091 0.944
O -8.850 -0.087 0.327 -0.679
N -6.859 0.026 -0.709 0.048
C -5.616 -0.520 -1.196 -1.039
H -5.655 -1.606 -1.208 0.458
C -4.457 -0.058 -0.312 -0.476
H -3.517 -0.466 -0.685 0.530
H -4.615 -0.430 0.701 0.238
C -4.407 1.474 -0.277 0.002
C -5.761 2.014 0.188 -0.617
C -6.878 1.476 -0.705 -1.121
H -7.853 1.794 -0.336 0.473
H -6.746 1.833 -1.732 0.367
H -5.752 3.103 0.164 0.438
H -5.928 1.695 1.217 0.280
O -3.438 1.944 0.645 -0.452
C -2.120 1.949 0.320 0.723
C -1.264 2.410 1.325 -0.749
C 0.097 2.470 1.123 -0.567
C 0.646 2.078 -0.096 0.416
C -0.210 1.645 -1.102 -1.123
C -1.575 1.567 -0.903 -0.015
H -2.199 1.216 -1.710 0.394
H 0.217 1.365 -2.052 0.429
C 2.104 2.134 -0.400 0.378
O 2.527 2.297 -1.529 -0.672
N 2.921 2.003 0.676 -0.095
H 2.527 1.724 1.560 0.289
C 4.358 1.952 0.547 -1.008
C 4.897 0.524 0.654 -0.224
C 6.414 0.487 0.491 -1.175
C 6.974 -0.934 0.534 0.630
C 6.589 -1.783 -0.697 -0.845
H 5.889 -2.569 -0.413 0.269
H 6.108 -1.172 -1.460 0.294
C 7.895 -2.390 -1.231 -0.715
H 8.272 -1.793 -2.063 0.276
H 7.762 -3.412 -1.583 0.334
C 8.869 -2.297 -0.060 -0.629
H 9.910 -2.351 -0.374 0.381
H 8.680 -3.102 0.652 0.286
C 8.508 -0.955 0.565 -0.989
H 8.902 -0.837 1.574 0.403
H 8.900 -0.145 -0.053 0.364
H 6.599 -1.423 1.439 0.318
H 6.873 1.075 1.290 0.342
H 6.686 0.952 -0.460 0.380
H 4.625 0.104 1.626 0.277
H 4.425 -0.085 -0.118 0.271
H 4.595 2.365 -0.436 0.361
H 4.809 2.584 1.319 0.280
H 0.725 2.858 1.911 0.430
H -1.703 2.723 2.260 0.434
H -4.192 1.867 -1.282 0.245
H -5.466 -0.159 -2.222 0.365
H -7.771 -2.611 -0.993 0.329
H -5.514 -4.065 1.467 0.246
H -6.507 -4.507 0.051 0.331

Stability, lowest: version P

Version P
12
Properties=species:S:1:pos:R:3:mulliken_charge:R:1 method="wB97M-V/def2-TZVPD" orbital_gap_ev=9.12 e_lumo_ha=0.0237
C -0.278 1.506 -0.820 0.185
C 0.691 -0.522 0.006 -0.234
C -0.182 -0.852 1.184 -0.685
C -0.720 -0.957 -0.215 -0.108
H 1.691 1.375 -0.255 0.226
H 1.502 -1.174 -0.278 0.359
H -0.014 -1.780 1.704 0.272
H -0.547 -0.021 1.793 0.249
H -0.978 -1.922 -0.626 0.392
N 0.826 0.840 -0.381 -0.174
S -0.334 3.098 -1.210 -0.351
S -1.658 0.411 -0.902 -0.133

Version Q
12
Properties=species:S:1:pos:R:3:mulliken_charge:R:1 method="wB97M-V/def2-TZVPD" orbital_gap_ev=9.44 e_lumo_ha=0.0260
C -1.749 0.478 0.294 -0.403
C -0.414 0.559 -0.176 -0.374
C -2.148 -0.837 0.434 -0.368
C 0.214 -0.650 -0.220 0.460
N 1.856 -0.934 -0.695 -0.411
S -0.794 -1.936 0.094 -0.163
S 2.939 -0.609 0.468 -0.141
H -2.557 1.286 0.301 0.290
H 0.058 1.598 -0.366 0.271
H -3.009 -1.253 0.886 0.426
H 2.020 -1.833 -1.215 0.302
H 3.229 0.731 0.279 0.112

Stability, lowest: version Q